CH10O4 | wB97M-V/def2-TZVPD

```
15
Properties=species:S:1:pos:R:3:lowdin_charge:R:1
C 2.88402 -1.13613 -0.03274 -0.191
O 1.56539 -1.13224 -0.45849 -0.154
H 3.52645 -1.27370 -0.80935 0.030
H 3.08257 -1.93585 0.70964 0.082
H 3.13230 -0.05611 0.49617 0.142
H 1.37499 -2.11349 -0.63741 0.136
H -1.79021 -1.43827 -0.11829 0.072
H -2.21481 0.06836 0.21179 -0.028
O -2.33073 -0.83600 0.48147 -0.084
H 0.59230 0.56915 -0.97891 -0.011
H -0.64027 0.93465 -0.36961 0.023
O -0.31470 0.57516 -1.21250 -0.056
H -3.56884 2.71473 0.40517 0.099
H -2.70914 2.39048 1.60429 0.015
O -2.58933 2.66926 0.70878 -0.075
```

- DFT total energy: -344.99712 hartree
- SMILES: CO.O.O.O
- Kohn-Sham gap: 0.4185 Ha
- Energy relative to the best compared isomer or geometry (same formula, charge and spin): 1.584 eV
- Net charge: 0

---

CH10O6 | wB97M-V/def2-TZVPD

```
17
Properties=species:S:1:pos:R:3:lowdin_charge:R:1
O 0.33717 -1.10464 -1.38727 0.000
C 0.72525 -1.95343 -0.53021 -0.284
O 0.19517 -2.35116 0.66889 0.066
H 1.88787 -2.22112 -0.47468 0.172
H -0.34455 -1.67684 0.98966 0.055
H 0.82216 2.20870 0.78850 0.020
H 1.84141 2.20389 1.73890 0.052
O 1.55839 1.66633 1.00268 -0.025
H -2.11438 2.69428 -0.54085 0.064
H -1.37188 1.78029 -1.57913 0.011
O -1.37617 2.04691 -0.66769 -0.062
H -1.66414 -1.17221 -3.36041 0.017
H -1.77740 -0.82252 -1.89637 0.042
O -2.02507 -0.48310 -2.81103 -0.091
H 1.12741 0.26026 2.17411 -0.025
H 1.50974 -0.75679 3.09107 0.069
O 0.66902 -0.31885 2.79382 -0.080
```

- DFT total energy: -495.50768 hartree
- SMILES: O=CO.O.O.O.O
- Kohn-Sham gap: 0.4165 Ha
- Energy relative to the best compared isomer or geometry (same formula, charge and spin): 1.853 eV
- Net charge: 0

---

CH11N2O3 | wB97M-V/def2-TZVPD

```
17
Properties=species:S:1:pos:R:3:lowdin_charge:R:1
N -1.06064 0.03236 -0.12439 0.200
C 0.02101 -0.14957 -0.81776 -0.184
N 1.19375 -0.52032 -0.37049 0.182
H -1.15558 0.12993 0.89704 0.099
H -1.89525 0.29530 -0.62480 0.117
H 0.18189 0.33777 -1.77949 0.165
H 2.03011 -0.65134 -0.91527 0.135
H 1.31404 -0.72730 0.60838 0.096
H -3.30182 -0.75973 -3.04325 0.049
H -2.05970 -0.34229 -3.84351 0.059
O -2.41327 -0.41255 -2.94096 -0.057
H -1.42661 1.51800 3.17608 0.064
H -0.25340 0.69351 2.66208 0.055
O -0.98190 1.25615 2.37458 -0.036
H 3.71790 -0.84161 1.07003 0.050
H 3.72569 0.07707 2.27491 0.056
O 3.15115 -0.27164 1.59490 -0.048
```

- DFT total energy: -379.70673 hartree
- Kohn-Sham gap: 0.4461 Ha
- Energy relative to the best compared isomer or geometry (same formula, charge and spin): 0.995 eV
- Net charge: +1

---

- Which value of DFT total energy does entry 1 give?
  -344.99712 hartree

---

Copy entry 2 word for word.
CH10O6 | wB97M-V/def2-TZVPD

```
17
Properties=species:S:1:pos:R:3:lowdin_charge:R:1
O 0.33717 -1.10464 -1.38727 0.000
C 0.72525 -1.95343 -0.53021 -0.284
O 0.19517 -2.35116 0.66889 0.066
H 1.88787 -2.22112 -0.47468 0.172
H -0.34455 -1.67684 0.98966 0.055
H 0.82216 2.20870 0.78850 0.020
H 1.84141 2.20389 1.73890 0.052
O 1.55839 1.66633 1.00268 -0.025
H -2.11438 2.69428 -0.54085 0.064
H -1.37188 1.78029 -1.57913 0.011
O -1.37617 2.04691 -0.66769 -0.062
H -1.66414 -1.17221 -3.36041 0.017
H -1.77740 -0.82252 -1.89637 0.042
O -2.02507 -0.48310 -2.81103 -0.091
H 1.12741 0.26026 2.17411 -0.025
H 1.50974 -0.75679 3.09107 0.069
O 0.66902 -0.31885 2.79382 -0.080
```

- DFT total energy: -495.50768 hartree
- SMILES: O=CO.O.O.O.O
- Kohn-Sham gap: 0.4165 Ha
- Energy relative to the best compared isomer or geometry (same formula, charge and spin): 1.853 eV
- Net charge: 0

---

- What is the formula in the third record?
  CH11N2O3

---

- What is the DFT total energy in the second record?
  -495.50768 hartree